ORCA calculation (ωB97M-V/def2-TZVPD) on a 3-piece molecular cluster, C3H13NO3 overall.

```
20
Properties=species:S:1:pos:R:3:forces:R:3:lowdin_charge:R:1
C 1.9941 -0.9198 -1.6510 -0.60 -0.49 -0.75 -0.278
N 2.1494 -0.5102 -0.2570 -0.58 -0.96 1.60 -0.081
C 0.8624 0.0082 0.3806 4.07 2.64 1.25 -0.238
O 0.9825 0.0854 1.8444 1.02 -2.91 -1.17 -0.117
C 0.9274 -2.0607 -1.9429 0.82 3.35 3.72 -0.055
H 1.8102 0.0148 -2.1235 -0.98 0.58 -1.50 0.088
H 2.8976 -1.2349 -2.1130 1.33 -0.35 0.31 0.087
H 2.9428 0.1725 -0.1802 -1.47 -0.81 0.02 0.128
H 0.8999 1.0928 0.1705 -1.35 -0.56 -0.52 0.114
H 0.0149 -0.5732 0.1670 -0.93 -0.51 -0.94 0.090
H 1.3468 -0.8423 2.0244 -0.64 1.84 0.22 0.103
H 0.7303 -2.4348 -2.8685 0.93 -1.44 -2.77 0.032
H 1.0241 -2.7358 -1.1022 -0.17 -0.65 -0.27 0.077
H 0.0273 -1.5106 -1.8441 -1.48 0.28 0.81 0.037
H -2.2549 2.0359 -1.2975 0.46 0.35 0.60 0.034
H -1.9837 2.7637 0.1159 1.29 -1.34 -2.71 0.100
O -1.5249 2.3484 -0.7256 -1.76 0.99 2.10 -0.121
H -4.9084 1.1458 4.1305 0.05 0.64 0.15 0.046
H -3.6744 1.3192 3.3801 1.35 -0.52 -0.94 0.003
O -4.2636 1.8356 3.8922 -1.38 -0.13 0.79 -0.050
```
Forces are in eV/Å.

Summary:
SMILES: CCNCO.O.O
Kohn-Sham gap, eV: 9.2
LUMO level, Ha: 0.0168

ORCA calculation (ωB97M-V/def2-TZVPD) on a 4-piece molecular cluster, C3H13NO3 overall.

```
20
Properties=species:S:1:pos:R:3:forces:R:3:lowdin_charge:R:1
N -1.0680 0.4372 -2.1426 2.18 5.24 -0.72 -0.007
C 0.4194 0.2348 -2.0774 -1.63 0.80 -0.14 -0.278
C 1.5009 -0.8807 -0.0750 0.16 0.67 1.53 0.013
C 0.8405 0.1005 -0.6595 -1.42 1.34 -0.29 -0.230
H -1.6617 -0.2237 -1.7931 -1.44 -2.04 1.43 -0.012
H -1.2825 1.4386 -1.6972 0.35 -3.22 -1.26 0.132
H 0.7994 1.0910 -2.6331 0.35 0.32 0.50 0.108
H 0.7403 -0.5677 -2.6741 0.09 -1.51 -0.76 0.087
H 1.5894 -0.7895 1.0458 0.29 -0.75 -1.45 0.069
H 2.0020 -1.6408 -0.6669 -0.08 -0.06 0.24 0.066
H 0.2290 0.9118 -0.1574 1.27 -0.98 0.37 0.104
H 0.8225 0.8468 1.7339 2.22 0.33 2.75 0.022
H 2.0908 1.6427 1.6775 0.18 -0.65 1.13 0.048
O 1.6799 1.0127 2.3226 -1.81 0.86 -3.25 -0.151
H -1.5821 0.6007 2.5794 -4.63 2.49 3.01 -0.001
H -1.1100 0.1013 1.4143 -1.09 -1.52 -4.95 -0.063
O -0.8393 0.2736 2.2441 5.33 -0.82 2.27 0.035
H -2.0179 -1.6989 1.2355 0.08 -0.78 0.57 0.060
H -1.3021 -1.6765 -0.1188 2.00 -1.83 -1.60 0.005
O -1.8506 -1.2141 0.4422 -2.40 2.10 0.63 -0.007
```
Forces are in eV/Å.

Summary:
SMILES: C=CCN.O.O.O
Kohn-Sham gap, eV: 9.9
LUMO level, Ha: 0.0204

ORCA calculation (ωB97M-V/def2-TZVPD) on a 4-piece molecular cluster, C3H13NO3 overall.

```
20
Properties=species:S:1:pos:R:3:forces:R:3:lowdin_charge:R:1
N -0.6676 1.0557 0.0056 0.63 1.19 0.54 0.036
C -0.4763 1.9128 1.2292 -0.78 -0.60 -0.59 -0.195
C 0.6349 4.1434 1.2309 -0.19 0.74 -0.90 0.265
C 0.7333 2.7754 1.1145 -0.29 -0.09 1.79 0.057
H -0.3258 1.6304 -0.7617 -0.08 -0.45 -0.35 0.090
H -1.6668 0.9914 -0.1681 -0.06 -0.29 0.11 0.108
H -0.2923 1.2478 2.0851 0.08 0.07 0.07 0.153
H -1.3734 2.5026 1.4305 0.19 0.15 0.07 0.130
H 1.1812 4.8402 0.5856 0.52 -0.30 0.33 0.132
H -0.1256 4.6608 1.8166 -0.21 -0.37 0.07 0.132
H 1.7038 2.3030 1.2939 0.15 0.01 -1.02 0.166
H 1.9018 -3.2008 -0.0624 -0.15 -0.04 -0.04 -0.007
H 1.5994 -4.5230 0.6139 0.02 -0.09 -0.04 0.038
O 2.2386 -4.0972 0.0343 0.04 0.12 0.08 -0.057
H -2.4719 -2.2891 -2.8666 -0.12 -0.06 0.20 0.036
H -1.5448 -2.3063 -1.6571 -0.07 0.05 0.07 -0.013
O -2.4810 -2.2649 -1.9012 0.16 0.12 -0.24 -0.078
H 0.9250 -1.4271 -1.4689 -0.01 0.26 0.11 0.056
H 0.0622 -0.8887 -0.2478 0.21 0.00 -0.58 0.010
O 0.1914 -1.6174 -0.8777 -0.03 -0.40 0.33 -0.058
```
Forces are in eV/Å.

Summary:
Spin multiplicity: 2
Kohn-Sham gap (spin up / spin down), eV: 6.2 / 3.9
LUMO level (spin up / spin down), Ha: -0.2550 / -0.3377
Charge: +1

ORCA calculation (ωB97M-V/def2-TZVPD) on a 3-piece molecular cluster, C3H13NO4 overall.

```
21
Properties=species:S:1:pos:R:3:forces:R:3:lowdin_charge:R:1
C 1.2402 -0.1531 0.6720 -1.00 2.56 1.06 -0.150
O 1.1165 1.2625 1.1444 -1.27 -5.73 4.74 -0.054
C -0.1032 -0.4946 -0.0555 2.16 -0.61 -0.94 -0.332
C 0.1822 -0.1863 -1.6064 -1.12 0.40 -0.89 -0.177
O -0.9980 0.4286 -2.2021 -0.11 0.06 1.06 -0.114
N -0.1712 -1.9630 0.0500 -3.53 0.06 -4.44 0.027
H 2.0016 -0.1828 -0.1015 0.60 -0.46 0.56 0.106
H 1.4859 -0.6347 1.6755 -0.35 -0.06 -1.84 0.133
H 1.2821 1.8617 0.5417 1.74 4.42 -5.06 -0.033
H -0.8725 0.2504 0.2739 0.05 -1.25 0.02 0.142
H 0.2833 -1.1890 -2.1406 0.72 1.39 0.89 0.131
H 0.9723 0.6207 -1.8536 -0.43 -1.76 0.89 0.137
H -1.0691 0.1511 -3.1076 -0.01 -0.18 -0.52 0.069
H 0.0043 -2.4054 0.8545 1.32 -0.86 4.16 -0.017
H -1.0780 -2.5021 -0.1859 1.58 2.01 -0.23 0.137
H -0.1390 -1.7866 2.8797 -3.15 2.21 -0.21 0.102
H -0.7020 -0.2912 2.4788 -0.76 -2.41 0.88 0.065
O -1.0344 -1.2187 2.7782 3.78 0.31 -0.15 -0.142
H -1.0360 2.6358 -1.4285 -0.36 0.65 0.82 0.028
H -0.3298 2.6220 -0.0724 -2.23 1.70 -1.07 0.049
O -1.0353 3.1747 -0.5948 2.37 -2.46 0.29 -0.108
```
Forces are in eV/Å.

Summary:
SMILES: NC(CO)CO.O.O
Kohn-Sham gap, eV: 10.3
LUMO level, Ha: 0.0214